Molecular formula: H30O15
Method: DFT, the ωB97M-V functional and the def2-TZVPD basis

```
45
Properties=species:S:1:pos:R:3:lowdin_charge:R:1
H -0.93995 1.01376 0.81995 0.047
H 0.23671 0.59104 -0.07910 0.029
H 4.32945 0.61416 -0.06988 -0.009
H 4.95088 2.11331 0.29975 0.107
H 2.18264 1.11418 2.31326 -0.013
H 2.13154 2.30060 3.17545 0.008
H -3.48162 -0.61381 -2.38125 0.076
H -4.17066 0.33719 -1.45114 0.003
H 4.34737 0.07886 -2.01016 0.111
H 3.86227 -0.86293 -0.92965 -0.013
H -3.65775 -0.93465 0.70467 -0.054
H -4.90395 -0.51871 1.32773 0.066
H -3.88015 3.15149 -1.26251 0.038
H -5.19228 3.65895 -0.84775 0.032
H -2.01313 -2.99443 1.50006 0.071
H -1.45382 -4.34980 1.13146 0.027
H 1.23535 -2.04072 -0.34638 0.037
H 1.30578 -2.20850 -1.85891 -0.080
H -2.21993 -2.69227 -1.07663 -0.006
H -1.81029 -1.82913 -2.37489 0.086
H 2.17443 -0.46018 1.67285 0.026
H 3.31627 -1.44190 1.54855 0.033
H 1.34794 2.46316 -4.17045 0.031
H -0.22136 2.15155 -3.75752 0.060
H -0.07941 -1.20439 3.33699 0.018
H -0.41775 -2.24594 4.32654 0.085
H 2.66778 -0.85880 -2.02652 0.109
H 3.80367 -1.92895 -2.33097 0.057
H -1.87972 5.43667 2.11292 0.059
H -1.38593 3.90937 2.18929 0.017
O -0.43336 0.23513 0.51453 -0.055
O 4.68628 1.43109 -0.42308 -0.113
O 2.66233 1.91755 2.52395 -0.018
O -4.22914 -0.60752 -1.65955 -0.109
O 4.66379 -0.58395 -1.32245 -0.099
O -4.45964 -1.28773 0.90117 -0.027
O -4.71297 2.83324 -0.88545 -0.051
O -1.25018 -3.63500 1.73848 -0.110
O 0.74492 -2.16248 -1.16903 -0.020
O -2.45517 -2.52530 -1.96969 -0.080
O 2.80860 -0.98875 2.21785 -0.034
O 0.61668 2.66025 -3.57216 -0.090
O -0.60232 -2.02087 3.35529 -0.098
O 2.90398 -1.84199 -2.05871 -0.079
O -1.12815 4.82713 2.32311 -0.077
```

Summary:
Orbital gap, Eh: 0.349
Energy relative to the best compared isomer or geometry (same formula, charge and spin), eV: 7.200
LUMO energy, eV: -0.74
Molecular weight, g mol⁻¹: 270.22

***

Molecular formula: H30O15
Method: DFT, the ωB97M-V functional and the def2-TZVPD basis

```
45
Properties=species:S:1:pos:R:3:lowdin_charge:R:1
O -1.41691 2.55937 2.14644 -0.045
H -1.17535 3.32228 2.93103 0.218
H -0.96212 2.83630 1.40467 -0.013
O 1.10202 -1.57952 -0.83428 -0.080
H 1.15907 -2.51603 -0.18904 0.202
H 0.91647 -0.91208 -0.29459 -0.121
O 1.27335 1.17764 -0.67314 -0.068
H 1.84387 1.90176 -0.35650 0.029
H 0.70128 0.75785 -0.00925 -0.013
O 2.29654 -0.28965 0.97611 -0.150
H 1.36155 -0.55931 1.19199 0.039
H 2.72097 -0.53720 1.84621 0.106
O 2.65067 -3.33346 -2.42997 -0.087
H 2.86570 -2.56653 -2.87018 -0.036
H 3.32879 -3.14767 -1.64163 0.092
O -0.30499 0.44965 1.59753 -0.127
H -0.71913 1.30666 1.97016 -0.017
H -0.93885 -0.34237 1.52314 0.074
O -4.37591 -0.45309 0.53524 -0.074
H -4.94480 0.11800 -0.06228 0.097
H -3.99042 0.06426 1.28375 0.087
O -3.75963 -0.44564 -2.18979 -0.085
H -4.21944 -1.21373 -2.40127 0.005
H -2.84348 -0.80406 -2.48928 0.013
O 3.24180 3.50134 0.88498 -0.121
H 2.32695 3.59638 0.59435 0.004
H 3.17756 3.21757 1.87958 0.051
O -2.34501 -1.59576 -0.33992 -0.022
H -1.99298 -1.40192 -1.09994 -0.101
H -3.25295 -1.43553 -0.00036 0.009
O -0.78042 -2.65456 2.05551 -0.075
H -0.45186 -3.56976 1.95663 0.054
H -0.83948 -2.55164 1.08487 -0.004
O 2.86868 1.69360 2.61928 -0.145
H 1.84271 1.48350 2.53709 0.105
H 3.32951 1.18820 1.85671 0.086
O -2.07905 2.61590 -0.86550 -0.008
H -2.97538 2.50144 -1.03750 0.001
H -2.10025 3.50437 -0.51844 0.033
O -1.57677 -1.20888 -3.38695 0.054
H -0.94485 -1.62436 -2.82307 0.055
H -1.26534 -0.37610 -3.39286 0.017
O 3.99136 -1.14154 -0.84732 -0.111
H 3.03976 -1.21204 -0.69976 -0.032
H 4.21676 -0.32366 -1.42247 0.102
```

Summary:
Orbital gap, Eh: 0.364
Energy relative to the best compared isomer or geometry (same formula, charge and spin), eV: 6.985
LUMO energy, eV: -0.56
Molecular weight, g mol⁻¹: 270.23

***

Molecular formula: H30O15
Method: DFT, the ωB97M-V functional and the def2-TZVPD basis

```
45
Properties=species:S:1:pos:R:3:lowdin_charge:R:1
H 0.97973 -0.12864 -0.27489 0.031
H -0.46794 -0.36745 -0.67145 0.003
H 4.85912 1.54590 0.73633 0.066
H 6.19234 1.97397 1.32734 0.076
H 2.58844 -3.23223 -2.12973 0.000
H 2.89007 -2.66417 -3.50681 0.045
H 2.94727 -4.86897 0.03996 0.044
H 3.58402 -3.49400 -0.07853 0.030
H -3.23703 -1.39678 -1.92736 0.072
H -1.89493 -2.07838 -1.71704 0.070
H 0.52875 2.67484 -1.18276 0.037
H 1.79174 1.82981 -1.21129 -0.016
H -1.50349 1.41838 3.99635 0.047
H -1.83765 0.54458 2.79849 0.020
H 1.51965 -2.14072 2.15300 0.033
H 0.35010 -2.93658 2.70872 0.036
H -3.08862 4.40916 0.74715 0.051
H -1.86900 3.80112 1.42007 0.045
H -2.59778 -1.76971 0.89771 0.060
H -2.62640 -1.99647 2.40031 0.051
H -2.13176 -1.11186 -3.96451 -0.004
H -1.62922 -0.34525 -5.17686 0.039
H 0.49068 -0.20499 -2.09821 0.009
H 1.80770 0.49473 -2.39128 0.041
H 5.00797 0.46429 3.41303 0.024
H 4.06685 1.32485 2.58612 -0.013
H -3.07099 0.24285 -0.00354 0.044
H -3.33101 0.21379 1.49365 0.060
H -3.44777 2.29881 0.29972 0.013
H -4.95149 2.46007 0.14850 0.050
O 0.07678 0.10520 -0.03202 -0.043
O 5.36642 1.53276 1.55575 -0.055
O 2.26521 -2.59466 -2.77626 -0.053
O 3.71907 -4.41736 -0.31970 -0.050
O -2.30465 -1.20774 -1.77273 -0.029
O 1.48895 2.74469 -1.22878 -0.069
O -2.13233 1.33120 3.27112 -0.043
O 0.62256 -2.42202 1.94062 -0.064
O -2.31879 3.85709 0.56946 -0.090
O -3.15075 -1.63692 1.67590 -0.120
O -1.36933 -1.02805 -4.54818 -0.063
O 0.85948 0.56210 -2.55046 -0.051
O 4.19078 0.97167 3.47432 -0.099
O -3.43720 -0.31301 0.69353 -0.142
O -4.11612 2.89491 -0.05660 -0.096
```

Summary:
Orbital gap, Eh: 0.300
Energy relative to the best compared isomer or geometry (same formula, charge and spin), eV: 8.318
LUMO energy, eV: -0.48
Molecular weight, g mol⁻¹: 270.22

***

Molecular formula: H30O15
Method: DFT, the ωB97M-V functional and the def2-TZVPD basis

```
45
Properties=species:S:1:pos:R:3:lowdin_charge:R:1
O 1.32803 -5.47463 -11.08527 -0.028
H 1.43576 -5.55674 -12.04140 0.092
H 2.22972 -5.49676 -10.79534 0.050
O -2.20668 -7.51201 -7.53766 -0.052
H -2.72153 -6.70936 -7.64576 0.019
H -2.78142 -8.20288 -7.22389 0.093
O -0.70567 -4.93739 -8.31379 -0.052
H -0.24558 -4.31172 -8.85816 -0.023
H -1.08888 -5.43041 -9.03120 -0.001
O 0.37372 -8.00352 -8.65666 -0.051
H -0.50382 -7.83088 -8.33327 -0.034
H 0.95594 -7.24851 -8.54781 -0.038
O 2.25868 -6.19251 -8.47187 -0.037
H 2.12639 -5.43213 -7.92337 -0.033
H 3.15414 -5.97459 -8.73455 0.067
O 0.81000 -1.68057 -7.12093 -0.041
H 0.44428 -2.39916 -7.64822 0.006
H 0.15561 -1.24678 -6.55672 0.065
O 1.63189 -4.37787 -6.80594 -0.044
H 0.75009 -4.81266 -6.84020 0.034
H 1.37676 -3.47997 -6.68113 -0.002
O -3.46149 -3.75943 -9.49118 -0.012
H -3.22520 -3.36267 -8.68262 0.013
H -2.80768 -3.53828 -10.11621 -0.038
O -2.06862 -2.58579 -11.46011 -0.018
H -2.52991 -3.30733 -11.92362 0.076
H -1.19732 -2.90321 -11.32028 0.006
O -3.11608 -4.73357 -6.81627 -0.017
H -2.18055 -4.60720 -6.99825 0.015
H -3.21407 -4.70075 -5.89750 0.032
O -0.18580 -6.53135 -5.79560 -0.034
H 0.53773 -7.08436 -5.99784 0.021
H -0.87602 -6.70510 -6.44154 -0.018
O -4.24859 -6.50802 -9.05697 -0.036
H -4.75609 -6.37203 -8.26106 0.046
H -3.91580 -5.63925 -9.24339 -0.012
O -2.31831 -8.73628 -9.87773 -0.049
H -2.46620 -8.05185 -9.24711 -0.048
H -3.15465 -8.85683 -10.36331 0.077
O 0.76338 -3.27448 -9.76799 -0.060
H 0.75069 -3.91657 -10.51807 0.030
H 1.70064 -3.34181 -9.55375 0.067
O -1.32340 -6.28098 -10.65058 -0.061
H -1.62196 -7.19887 -10.51644 0.011
H -0.39511 -6.44094 -10.86491 0.021
```

Summary:
Orbital gap, Eh: 0.357
Energy relative to the best compared isomer or geometry (same formula, charge and spin), eV: 1.118
LUMO energy, eV: -0.30
Molecular weight, g mol⁻¹: 270.23

***

Molecular formula: H30O15
Method: DFT, the ωB97M-V functional and the def2-TZVPD basis

```
45
Properties=species:S:1:pos:R:3:lowdin_charge:R:1
H -0.03455 0.81265 0.42770 0.031
H -1.01313 -0.13574 -0.33598 0.033
H 1.42605 5.00367 0.51939 0.098
H 0.70120 5.87516 -0.43010 0.063
H 2.02934 3.34807 -0.30802 -0.003
H 1.83212 2.97108 -1.78832 0.008
H 1.70477 -1.87662 2.45206 0.089
H 2.06753 -0.64955 3.20545 0.027
H -4.72224 -1.16801 -1.35371 0.052
H -4.93320 0.27018 -0.78161 0.008
H -2.99406 2.17225 -1.68453 0.041
H -2.93753 1.33694 -2.93513 0.018
H 3.22142 0.00550 0.61748 0.077
H 1.79680 -0.55387 0.79197 0.026
H -2.23858 -3.05483 -0.73255 0.112
H -1.13612 -2.02850 -0.60174 0.002
H 1.20940 -4.36950 -1.23002 -0.005
H -0.32735 -4.22992 -0.77262 0.037
H -4.56381 1.61955 0.89267 0.063
H -3.87306 2.65067 0.08629 0.023
H -3.01994 2.61521 2.54602 0.032
H -2.81922 1.39248 1.56921 0.032
H -1.10983 -3.15573 4.05054 0.032
H -2.01056 -2.99374 2.82078 0.047
H 4.03704 2.57971 0.74834 -0.018
H 5.54642 2.76075 1.18939 0.093
H 3.74913 -0.86758 -1.28376 0.018
H 3.34798 -2.35868 -1.47730 0.057
H 0.58404 -3.31936 -2.55542 0.009
H 1.89147 -2.61255 -3.13229 0.084
O -0.94304 0.49228 0.41447 -0.048
O 1.10852 4.98183 -0.45296 -0.096
O 2.24393 2.70937 -1.00192 -0.040
O 2.54141 -1.38847 2.80345 -0.093
O -4.87645 -0.23484 -1.59679 -0.050
O -2.39738 1.54714 -2.18652 -0.057
O 2.57167 -0.61517 0.22931 -0.113
O -1.46684 -2.61987 -1.25365 -0.059
O 0.59001 -4.60414 -0.53886 -0.093
O -4.10040 2.46094 0.97612 -0.063
O -3.00796 1.65806 2.51749 -0.130
O -1.15429 -3.38360 3.11535 -0.073
O 4.88934 2.80620 0.39433 -0.094
O 3.16935 -1.51065 -1.03452 -0.094
O 1.15569 -2.55404 -2.44957 -0.086
```

Summary:
Orbital gap, Eh: 0.269
Energy relative to the best compared isomer or geometry (same formula, charge and spin), eV: 10.166
LUMO energy, eV: -0.32
Molecular weight, g mol⁻¹: 270.22